(1)
Here is 2 unconnected molecules or ions with the total composition C4H8N2O from the Open Molecules 2025 dataset. Energies are from ωB97M-V with the def2-TZVPD basis set.

The total energy comes out at -341.79909 Ha. Its total charge is 0. Its molecular weight is 100.12 g mol⁻¹. The value obtained for the energy relative to the best compared isomer or geometry (same formula, charge and spin) is 537.1 kJ/mol. The SMILES is OC1=NN1.C=CC. Its HOMO energy is -9.17 eV.

Last column: natural (NBO) charge in e.
Geometry (Å):
O 0.15597 1.62745 0.64987  -0.630
N -1.41506 0.88585 2.48192  -0.330
N -0.48036 2.15111 2.93428  -0.508
C -1.00192 -0.58854 -0.83707  -0.473
C -0.54007 1.45377 1.73743  0.602
C 1.32645 -1.45052 -1.42048  -0.664
C 0.09907 -0.56661 -1.57762  -0.131
H 0.25995 0.14989 -2.37580  0.202
H 1.74319 -1.19784 -0.49458  0.231
H 0.86258 -2.42218 -1.36800  0.223
H -1.28929 -1.37992 -0.19092  0.211
H -1.73378 0.16912 -0.80333  0.210
H 0.16154 1.79529 3.49781  0.322
H 1.98467 -1.55673 -2.29000  0.228
H -0.13293 0.92986 0.05651  0.508

Cartesian forces (eV/Å) of the 2 atoms listed first:
-0.44 0.03 0.65
1.36 0.53 -2.09

(2)
Here is 2 unconnected molecules or ions with the total composition C4H8N2O from the Open Molecules 2025 dataset. Energies are from ωB97M-V with the def2-TZVPD basis set.

The total energy comes out at -341.93276 Ha. Its total charge is 0. Its molecular weight is 100.12 g mol⁻¹. The value obtained for the energy relative to the best compared isomer or geometry (same formula, charge and spin) is 186.1 kJ/mol. The SMILES is Cc1c[nH]cn1.O. Its HOMO energy is -9.06 eV.

Last column: natural (NBO) charge in e.
Geometry (Å):
O 0.61543 2.38331 -0.78874  -0.931
N 0.99296 -1.21092 -1.02193  -0.534
N -1.11567 -0.53112 -0.66039  -0.476
C 0.89861 -0.95922 0.37979  -0.132
C -0.86596 0.19707 1.75902  -0.618
C -0.40318 -0.56806 0.57124  0.083
C -0.24271 -0.90994 -1.55896  0.184
H 1.82718 -1.06257 0.87731  0.224
H 0.73720 1.48582 -0.51904  0.464
H -1.55003 -0.37589 2.46423  0.220
H -1.60138 0.98883 1.15006  0.223
H -0.53695 -0.97753 -2.64105  0.210
H -0.32819 2.44811 -0.75703  0.466
H 1.71800 -1.54096 -1.53455  0.406
H -0.14530 0.63307 2.28005  0.210

Cartesian forces (eV/Å) of the 2 atoms listed first:
0.51 0.68 -0.21
-4.10 1.63 1.87